1.
A structure of composition C2H8KO2 at a distorted geometry. Source: the Open Molecules 2025 dataset; level of theory: wB97M-V/def2-TZVPD.

Last column: Löwdin charge in e.
Cartesian coordinates (Å):
1 O 0.928 0.067 1.693  -0.21
2 C -1.564 0.075 -2.659  -0.14
3 K -0.188 -1.840 0.006  0.97
4 H 0.605 0.042 3.787  0.09
5 H -1.463 1.153 -2.840  0.09
6 O -0.249 -0.482 -2.520  -0.19
7 H -2.190 0.014 -1.770  0.08
8 H 2.071 -0.725 3.191  0.09
9 H 0.336 0.002 -3.105  0.09
10 H 0.443 0.870 1.477  0.08
11 C 1.396 0.113 3.035  -0.13
12 H 1.945 1.031 3.248  0.09
13 H -2.071 -0.320 -3.542  0.09

Summary:
Multiplicity: 1
Gap between HOMO and LUMO (eV): 10.92
LUMO (eV): -3.660
Net charge: +1

=====

2.
A structure of composition C6H12N3O4PSbSe5Ti. Source: the Open Molecules 2025 dataset; level of theory: wB97M-V/def2-TZVPD.

Last column: Löwdin charge in e.
Cartesian coordinates (Å):
1 N 2.456 0.460 -0.769  -0.15
2 C 1.640 -0.650 -0.269  -0.29
3 C 0.717 2.660 -1.067  -0.19
4 H -1.358 1.111 -1.743  0.06
5 H 0.480 1.109 1.906  0.09
6 H 1.427 3.408 -1.428  0.12
7 Se -6.585 -2.171 1.551  -0.17
8 O 0.195 -3.608 3.816  -0.40
9 Ti -1.752 -1.741 1.089  0.14
10 Se -2.944 -3.778 0.697  0.16
11 O -1.290 -1.493 2.899  -0.53
12 Se -5.158 -2.501 -2.456  -0.19
13 Se 0.239 -2.320 2.877  0.84
14 H -0.416 -0.174 -2.483  0.10
15 Se -3.307 -0.128 0.211  0.11
16 H 3.168 2.319 -0.172  0.12
17 C -0.386 0.616 -1.731  -0.31
18 H 1.958 0.085 -2.764  0.13
19 H 2.020 -0.986 0.696  0.07
20 C 1.991 0.928 -2.072  -0.19
21 N 1.140 2.249 0.269  -0.15
22 C 0.142 1.390 0.907  -0.29
23 H 1.690 -1.497 -0.957  0.10
24 C 2.438 1.581 0.168  -0.18
25 H 2.713 1.658 -2.445  0.12
26 P -0.133 -0.161 -0.068  0.93
27 N 0.677 1.571 -2.042  -0.15
28 O 1.419 -1.264 3.093  -0.43
29 H -0.804 1.925 1.007  0.09
30 O 0.032 -2.697 1.232  -0.61
31 H 2.732 1.222 1.156  0.13
32 H -0.271 3.117 -1.005  0.13
33 Sb -4.871 -2.241 -0.102  -0.23

Summary:
Multiplicity: 1
Gap between HOMO and LUMO (eV): 6.53
LUMO (eV): 1.376
Net charge: -1

=====

3.
A cluster of 18 separate species, C72H198N18O18 in total at a distorted geometry. Source: the Open Molecules 2025 dataset; level of theory: wB97M-V/def2-TZVPD.

Last column: Löwdin charge in e.
Cartesian coordinates (Å):
1 H 0.259 -4.145 1.208  0.05
2 N 4.537 2.034 -3.514  0.06
3 C 4.110 -0.644 6.201  -0.21
4 H 6.172 -9.647 -5.193  0.09
5 O 1.825 2.087 -4.020  -0.20
6 C 3.561 2.189 -2.452  -0.43
7 H -0.548 5.557 -1.847  0.10
8 C 4.176 -4.198 3.504  -0.08
9 H -7.523 -5.819 -6.921  0.09
10 H 0.482 3.472 -1.662  0.05
11 H 5.609 -6.545 -3.643  0.12
12 C 0.183 -2.876 4.107  -0.08
13 H 0.566 -2.689 -2.211  0.08
14 H -3.305 -2.258 7.198  0.08
15 H 4.317 0.732 0.943  0.07
16 H -1.862 2.872 4.554  0.10
17 N -3.097 -4.659 6.233  0.04
18 H -3.191 -5.362 5.509  0.07
19 H 0.506 1.939 -5.598  0.10
20 H -0.694 -4.963 5.201  0.13
21 H 6.600 -1.420 2.750  0.07
22 H 2.113 -0.647 0.978  0.07
23 H 4.924 -3.424 -3.742  0.13
24 H -1.107 -2.118 -7.935  0.07
25 H 3.147 2.562 3.325  0.06
26 C -2.129 -3.618 5.992  -0.47
27 H -0.095 0.642 5.148  0.03
28 C -5.849 -0.538 -2.400  -0.45
29 O 0.275 -3.182 5.513  -0.20
30 C 6.316 0.146 1.532  -0.42
31 H 3.138 -5.397 -2.820  0.06
32 C -2.809 -2.770 1.570  -0.04
33 O 0.339 -0.897 -1.173  -0.20
34 H -0.428 -4.458 6.934  0.14
35 H -5.133 -2.632 0.103  0.04
36 C 9.651 0.622 2.915  -0.14
37 O -8.049 0.406 -1.743  -0.19
38 C -4.839 -6.421 -5.130  -0.19
39 H -0.975 -6.095 -3.520  0.09
40 H -7.790 2.469 -1.370  0.10
41 C 1.479 0.074 1.501  -0.05
42 H -4.355 -5.549 1.362  0.04
43 N -4.057 -6.500 1.226  0.05
44 H 7.189 -0.070 5.445  0.08
45 H -1.662 -1.679 6.762  0.06
46 H 10.208 1.020 2.048  0.09
47 C 3.241 3.608 -1.984  -0.06
48 H 2.973 -1.378 -4.621  0.10
49 H 7.426 1.618 2.647  0.12
50 H -1.626 9.744 2.318  0.07
51 C 1.328 7.264 -0.165  -0.05
52 H -3.026 4.932 3.709  0.08
53 N 1.621 -0.341 6.456  0.05
54 C -1.084 2.685 6.554  -0.21
55 O 5.032 -7.966 -4.989  -0.20
56 O -3.327 0.050 2.080  -0.19
57 H -6.631 1.391 -0.444  0.08
58 O -3.225 3.569 -1.959  -0.20
59 O 2.364 -3.329 -4.293  -0.21
60 H -2.797 -3.834 -4.134  0.06
61 C -3.398 8.891 0.723  -0.05
62 H 2.415 11.019 1.056  0.09
63 C 2.867 4.647 3.518  -0.44
64 H -1.134 -2.270 -1.774  0.10
65 C -3.346 8.777 2.270  -0.42
66 H 5.587 -0.282 3.421  0.05
67 H -3.899 -7.820 -0.401  0.14
68 H -1.289 0.343 -0.603  0.13
69 H 2.490 3.642 -1.168  0.07
70 O -0.879 0.493 -8.075  -0.22
71 H 2.054 -4.376 -6.083  0.08
72 C -2.543 4.793 -1.643  -0.18
73 C -3.515 1.432 1.818  -0.13
74 H -5.269 -1.143 -4.473  0.08
75 H -5.035 -6.289 -2.010  0.05
76 H 1.381 -2.744 -5.965  0.08
77 O 2.061 6.804 3.837  -0.17
78 H -0.134 10.458 -0.755  0.12
79 H -1.734 5.092 6.424  0.10
80 C -0.694 1.308 -9.205  -0.11
81 O 5.251 -0.052 5.651  -0.21
82 C 0.683 -5.131 1.199  -0.14
83 H 6.332 -4.370 1.781  0.05
84 C 5.786 -9.022 -4.372  -0.10
85 C 1.640 5.518 3.527  -0.23
86 H 9.363 1.465 3.621  0.10
87 N -5.207 -2.945 1.073  0.05
88 H 3.325 -1.450 -1.962  0.06
89 C 4.683 -6.925 -4.095  -0.21
90 H -1.979 -2.891 8.078  0.07
91 H -1.626 -1.560 -4.938  0.07
92 C 2.863 0.211 5.965  -0.45
93 H -3.430 -1.041 -6.527  0.11
94 C -0.707 -4.105 5.917  -0.23
95 H 1.623 2.965 3.666  0.04
96 C 7.621 0.842 1.914  -0.23
97 H 1.338 8.535 4.517  0.10
98 H -2.883 10.730 2.921  0.06
99 H 1.873 -7.101 -4.295  0.08
100 N -2.924 -5.616 -6.329  0.05
101 C 3.389 -2.377 -4.627  -0.19
102 H -2.443 -5.147 -0.348  0.13
103 H 1.534 1.337 -2.155  0.10
104 H -0.710 2.377 0.757  0.03
105 H -7.080 -1.986 -1.585  0.09
106 O -2.384 -6.317 -2.048  -0.20
107 H -2.723 1.922 2.379  0.05
108 C -4.892 -0.614 -3.579  -0.07
109 C 1.402 11.015 1.440  -0.12
110 N 5.831 -0.781 2.569  0.07
111 H -6.449 -7.237 -7.136  0.09
112 C 0.297 8.225 -0.745  -0.41
113 H 1.057 8.560 -2.605  0.08
114 H -3.653 -5.190 -6.884  0.05
115 H 3.828 -1.605 5.773  0.12
116 H -2.891 -6.277 -4.351  0.11
117 H 1.040 6.225 -0.255  0.06
118 O 8.507 -0.035 2.525  -0.19
119 H 6.591 -8.656 -3.741  0.08
120 N -0.524 3.541 -1.510  0.08
121 H 5.058 1.681 2.283  0.07
122 H 1.448 11.103 2.524  0.09
123 H -2.609 4.874 -0.561  0.11
124 H -1.501 2.051 -9.202  0.08
125 C -7.071 0.343 -2.790  -0.19
126 H 5.261 -3.239 1.223  0.04
127 H 6.448 -1.729 5.553  0.09
128 H -1.716 -6.727 -0.163  0.11
129 C -7.674 1.477 -0.858  -0.11
130 H -0.826 -0.822 0.614  0.10
131 H -2.752 -2.603 -8.095  0.07
132 H 4.379 -5.835 2.180  0.13
133 C -2.401 -0.933 -6.834  -0.36
134 C -4.533 3.471 -1.378  -0.10
135 H -4.540 -7.245 1.670  0.06
136 C -2.539 -6.233 -0.653  -0.22
137 H -6.163 -2.739 1.361  0.08
138 C -1.454 -0.726 -5.631  -0.07
139 C 3.621 -7.305 -3.036  -0.46
140 H -3.120 5.565 -2.152  0.13
141 H 1.469 7.482 0.896  0.06
142 H -1.624 5.540 -4.079  0.08
143 N -0.217 1.768 1.368  0.07
144 C 4.012 -2.283 -2.142  -0.04
145 H 8.070 1.302 1.007  0.14
146 H -3.549 9.964 0.435  0.09
147 H -4.371 8.786 2.686  0.14
148 H -0.714 1.877 7.180  0.12
149 H -3.057 4.294 1.966  0.07
150 H -4.499 1.832 2.060  0.09
151 H 3.084 -4.639 0.230  0.11
152 N 5.449 -4.238 1.318  0.03
153 H -1.592 5.074 2.618  0.09
154 H -4.123 -4.445 -3.251  0.05
155 C 1.573 -3.680 -5.416  -0.10
156 C -2.738 1.125 5.429  -0.03
157 H 4.311 2.744 -4.226  0.09
158 H -2.365 -3.114 5.058  0.13
159 H 2.652 0.364 -3.156  0.10
160 C -6.832 -6.503 -6.428  -0.12
161 H 4.875 -2.183 -1.450  0.07
162 H 4.744 4.290 2.562  0.08
163 H 0.621 -4.067 -5.070  0.08
164 C -4.210 -2.129 1.760  -0.41
165 C 2.914 -4.415 1.312  -0.18
166 H -0.257 3.393 6.419  0.11
167 H -0.643 -5.065 -2.053  0.08
168 H 4.165 -3.114 3.481  0.05
169 C 0.870 1.340 -4.748  -0.11
170 C -0.046 -2.217 -1.420  -0.12
171 H -2.718 -5.136 7.051  0.08
172 H -3.189 4.902 7.509  0.09
173 C -5.124 -6.136 -0.930  -0.05
174 H 3.831 -2.540 -5.608  0.12
175 H -0.892 0.712 -10.093  0.09
176 H 2.474 -8.731 -4.249  0.07
177 C 0.569 9.748 -0.331  -0.16
178 H 3.263 -4.576 3.946  0.06
179 O -2.171 3.236 7.272  -0.19
180 H -4.592 3.661 -0.289  0.09
181 C -3.529 -5.656 -4.994  -0.43
182 H 0.923 5.175 4.328  0.13
183 H 5.469 2.183 -3.221  0.06
184 H 4.393 6.059 2.826  0.08
185 C 3.960 5.090 2.563  -0.05
186 H 2.746 -3.322 1.420  0.12
187 C 2.350 1.379 -2.894  -0.19
188 H -2.398 -2.715 0.558  0.06
189 H -6.749 1.361 -3.002  0.11
190 C -1.065 4.690 -3.672  -0.04
191 C -1.115 4.669 -2.112  -0.44
192 C -0.419 -0.186 -0.156  -0.15
193 H 1.104 5.485 2.599  0.11
194 C -3.907 -6.741 -0.215  -0.40
195 H 10.353 0.004 3.495  0.09
196 C -1.016 -6.041 -2.416  -0.08
197 H 3.073 1.596 7.636  0.09
198 C -1.543 2.079 5.231  -0.41
199 H -6.042 -6.599 -0.568  0.08
200 H 4.294 -6.126 -4.740  0.12
201 H 1.504 -1.289 6.106  0.05
202 C -2.250 -2.540 7.096  -0.05
203 H -2.524 8.473 0.259  0.04
204 H 1.165 -2.567 3.759  0.08
205 H -2.555 0.409 6.219  0.06
206 N 5.569 -1.475 -4.039  0.04
207 H 3.914 1.753 -1.518  0.12
208 H -2.786 0.008 -8.763  0.12
209 H 2.626 0.254 4.899  0.13
210 N -0.386 1.416 4.556  0.07
211 H -0.863 2.665 -1.926  0.09
212 H -4.770 0.422 -3.898  0.07
213 C -2.277 0.305 -7.816  -0.18
214 H -0.517 -2.035 3.998  0.08
215 N -2.019 -2.247 -7.487  0.04
216 H -7.551 -0.049 -3.675  0.13
217 H 5.108 -9.654 -3.778  0.08
218 H -3.928 -1.013 -3.236  0.08
219 H 3.917 2.096 6.197  0.07
220 N -6.110 -1.862 -1.884  0.06
221 H 0.037 1.013 -4.126  0.07
222 H 2.143 0.815 1.991  0.06
223 C -2.680 7.451 2.747  -0.23
224 H -1.729 0.217 -5.154  0.07
225 C -3.754 -4.345 -4.244  -0.05
226 H -5.254 4.124 -1.899  0.09
227 H 0.993 -0.437 2.331  0.06
228 H -0.014 4.799 -3.965  0.08
229 H -3.313 1.680 0.756  0.08
230 C 0.979 7.654 3.987  -0.12
231 H -1.523 3.857 -4.173  0.06
232 C 6.471 -0.702 5.942  -0.10
233 H -4.853 2.439 -1.572  0.06
234 H -4.315 8.359 0.402  0.08
235 C -2.706 5.091 2.647  -0.07
236 H -2.218 -4.868 -6.336  0.05
237 H 3.337 4.647 4.504  0.13
238 H -0.357 -6.780 -1.948  0.08
239 C 2.975 1.640 6.531  -0.05
240 O -5.783 -5.709 -5.941  -0.21
241 H -4.700 -7.398 -5.608  0.13
242 H -6.067 -2.529 -2.648  0.07
243 N 0.201 8.195 -2.189  0.05
244 O 1.874 -5.184 1.909  -0.19
245 H -2.030 -2.316 2.202  0.06
246 H -3.063 0.683 4.486  0.06
247 H -5.312 -0.026 -1.583  0.10
248 H 4.026 -8.145 -2.425  0.14
249 H 3.519 5.092 1.540  0.08
250 H -7.405 -6.950 -5.602  0.09
251 H 0.266 1.787 -9.266  0.08
252 N -2.525 9.813 2.815  0.03
253 H -0.386 -0.722 -5.897  0.06
254 H -0.744 0.966 3.712  0.04
255 H -0.122 7.334 -2.605  0.04
256 H 5.165 -0.517 -3.996  0.06
257 H -3.244 4.274 5.826  0.07
258 H -5.305 -6.524 -4.133  0.11
259 C 5.252 1.205 1.306  -0.07
260 O 0.750 9.837 1.093  -0.22
261 H 1.543 9.995 -0.793  0.12
262 C 2.313 -7.857 -3.632  -0.04
263 H 0.590 8.027 3.059  0.05
264 H -1.580 7.526 2.526  0.12
265 H -5.254 -5.075 -0.734  0.05
266 H 5.529 1.976 0.569  0.08
267 H -0.157 -3.705 3.451  0.08
268 H 0.435 2.331 1.907  0.05
269 H 1.381 0.472 -5.175  0.08
270 C 4.560 -2.380 -3.604  -0.45
271 O -3.244 6.332 2.142  -0.19
272 C 0.520 0.799 0.559  -0.41
273 H 6.308 -1.458 -3.316  0.08
274 H 2.325 7.462 -0.550  0.08
275 H -2.657 1.259 -7.422  0.12
276 C -4.320 -0.670 1.395  -0.23
277 H 0.120 -2.844 -0.502  0.07
278 H 4.242 -0.813 7.288  0.13
279 H 2.883 4.243 -2.798  0.07
280 H -2.828 7.412 3.810  0.11
281 H 3.454 -3.222 -1.929  0.06
282 H 1.731 -0.459 7.465  0.09
283 C 4.259 -4.759 2.074  -0.38
284 H 1.168 1.301 -0.171  0.11
285 C -2.606 4.444 6.708  -0.12
286 H 2.089 2.171 6.252  0.04
287 H 0.173 7.178 4.562  0.09
288 H 1.611 -8.071 -2.828  0.07
289 H -0.076 -5.808 1.613  0.10
290 N 2.445 3.289 3.156  0.05
291 H 6.670 -0.820 7.017  0.09
292 H -4.429 -2.165 2.837  0.14
293 H -3.530 1.757 5.817  0.07
294 H -2.908 -3.800 1.848  0.05
295 H -0.647 7.975 -0.276  0.10
296 H -5.344 -0.248 1.568  0.14
297 H 0.842 11.886 1.090  0.09
298 H 4.175 -5.950 -1.649  0.07
299 H 4.144 4.083 -1.561  0.08
300 H 0.893 -5.416 0.142  0.09
301 H -8.404 1.513 -0.040  0.09
302 H -4.099 -0.477 0.339  0.11
303 N 3.368 -6.180 -2.208  0.05
304 H -4.421 -3.655 -4.796  0.08
305 H 5.015 -4.479 4.181  0.08
306 H 6.447 -0.475 0.637  0.13

Summary:
Multiplicity: 1
Gap between HOMO and LUMO (eV): 9.21
LUMO (eV): 0.497

=====

Record order is preserved below.
Electronic energy: -22618.2198, -384753.9941, -141542.7605 eV